Record 1
C20H34MnN8O4PS as an isolated structure in a non-equilibrium geometry, computed with ωB97M-V/def2-TZVPD.

Orbital gap (alpha / beta): 5.7 / 7.0 eV
Total charge: +2
E_LUMO (alpha / beta): -7.93 / -6.62 eV
DFT total energy: -3411.731407 hartree
Spin multiplicity: 5

```
69
C20H34MnN8O4PS (ωB97M-V/def2-TZVPD)
Mn 1.428 -0.740 -1.273
N 1.131 -3.030 -1.849
N 2.220 -3.435 -2.627
C 3.034 -2.559 -3.211
N 4.074 -3.015 -3.885
S 2.743 -0.859 -3.205
H 1.266 -3.378 -0.884
H 0.282 -3.436 -2.227
H 2.446 -4.420 -2.639
H 4.253 -4.000 -4.014
H 4.704 -2.365 -4.328
C 3.666 -0.560 4.180
C 3.256 -1.773 3.377
C 4.425 -2.373 2.615
C 2.522 -2.806 4.207
O 2.248 -1.223 2.380
P 1.834 -1.869 1.053
O 1.585 -3.314 0.969
O 2.714 -1.326 -0.140
O 0.510 -1.009 0.561
C -0.726 -0.575 1.345
C -0.544 0.896 1.651
C -1.895 -0.836 0.417
C -0.824 -1.422 2.596
H 4.355 -0.867 4.967
H 2.795 -0.097 4.646
H 4.165 0.178 3.549
H 5.229 -2.597 3.314
H 4.811 -1.668 1.875
H 4.138 -3.302 2.117
H 3.225 -3.265 4.903
H 2.104 -3.591 3.575
H 1.721 -2.345 4.788
H -0.555 1.490 0.735
H 0.393 1.067 2.187
H -1.366 1.245 2.276
H -1.749 -0.345 -0.546
H -2.800 -0.423 0.866
H -2.044 -1.907 0.261
H -0.045 -1.180 3.318
H -0.783 -2.487 2.360
H -1.791 -1.215 3.056
C 1.005 2.546 -1.242
C 0.051 1.729 -2.047
N 0.109 0.410 -2.222
C -0.944 0.037 -3.051
C -1.658 1.143 -3.336
N -1.008 2.200 -2.719
C -1.562 3.554 -2.552
N -2.411 3.604 -1.412
N -1.829 3.538 -0.176
N -2.740 3.370 0.702
C -3.966 3.294 0.053
C -5.251 3.116 0.572
C -6.287 3.054 -0.329
C -6.064 3.171 -1.718
C -4.805 3.356 -2.242
C -3.761 3.417 -1.315
H 1.768 1.913 -0.790
H 0.483 3.081 -0.448
H 1.517 3.276 -1.871
H -1.107 -0.982 -3.356
H -2.553 1.278 -3.921
H -2.124 3.818 -3.442
H -0.740 4.248 -2.424
H -5.414 3.041 1.640
H -7.299 2.921 0.029
H -6.913 3.128 -2.390
H -4.654 3.474 -3.309
```

---

Record 2
A 5-piece molecular cluster, C20H34N2O3 overall, computed with ωB97M-V/def2-TZVPD.

Orbital gap: 9.0 eV
E_LUMO: 0.78 eV
SMILES string: c1cc[nH]c1.c1cc[nH]c1.C1CCOC1.C1CCOC1.C1CCOC1
DFT total energy: -1117.619443 hartree

```
59
C20H34N2O3 (ωB97M-V/def2-TZVPD)
C -0.537 -1.974 -0.529
C -0.288 -0.804 -1.292
C -0.439 0.272 -0.458
N -0.755 -0.206 0.784
C -0.849 -1.569 0.740
H -0.418 -2.999 -0.834
H 0.017 -0.727 -2.324
H -0.438 1.325 -0.679
H -1.099 0.358 1.541
H -1.073 -2.167 1.607
C -0.187 2.973 -4.217
C -0.282 4.003 -5.198
C -1.478 4.640 -5.010
N -2.109 4.034 -3.962
C -1.309 3.043 -3.456
H 0.653 2.323 -4.035
H 0.427 4.259 -5.968
H -1.903 5.481 -5.530
H -2.964 4.335 -3.530
H -1.611 2.477 -2.591
C 1.127 1.342 3.554
C 0.877 -0.136 3.939
C 2.043 -0.920 3.300
O 3.049 0.040 2.996
C 2.446 1.309 2.765
H 1.120 2.004 4.414
H 0.346 1.621 2.846
H -0.082 -0.473 3.547
H 0.890 -0.325 5.012
H 1.716 -1.487 2.424
H 2.530 -1.567 4.028
H 2.228 1.431 1.702
H 3.162 2.052 3.113
C -1.792 -7.913 1.083
C -0.807 -7.160 0.159
C -1.622 -6.027 -0.463
O -2.911 -6.091 0.134
C -3.142 -7.432 0.559
H -1.681 -7.639 2.130
H -1.623 -8.981 0.962
H -0.449 -7.855 -0.606
H 0.110 -6.869 0.675
H -1.732 -6.144 -1.547
H -1.219 -5.033 -0.275
H -3.508 -8.067 -0.258
H -3.920 -7.337 1.314
C 1.732 4.858 -1.185
C 1.907 5.408 0.230
C 1.740 4.137 1.071
O 0.780 3.339 0.386
C 0.672 3.768 -0.966
H 2.667 4.415 -1.523
H 1.379 5.617 -1.879
H 1.142 6.135 0.510
H 2.877 5.874 0.406
H 1.423 4.327 2.095
H 2.703 3.612 1.101
H -0.331 4.166 -1.161
H 0.796 2.926 -1.652
```

---

Record 3
The molecule C20H34N2O8, computed with ωB97M-V/def2-TZVPD.

Orbital gap: 9.6 eV
E_LUMO: 0.74 eV
SMILES string: CCOC(=O)CCC(=O)N1CCOCCN(C(=O)CCC(=O)OCC)CCOCC1
DFT total energy: -1493.972461 hartree

```
64
C20H34N2O8 (ωB97M-V/def2-TZVPD)
C -5.306 2.531 6.179
C -5.161 1.261 5.354
O -3.818 0.772 5.379
C -2.954 1.305 4.519
O -3.239 2.155 3.712
C -1.574 0.712 4.698
C -0.747 0.814 3.415
C -1.251 -0.224 2.418
O -1.135 -1.409 2.678
N -1.841 0.184 1.269
C -2.015 1.560 0.858
C -0.772 2.161 0.191
O -0.696 1.698 -1.139
C 0.526 2.018 -1.770
C 0.571 1.409 -3.172
N 0.594 -0.045 -3.179
C 1.716 -0.647 -2.713
O 2.657 0.011 -2.303
C 1.756 -2.166 -2.733
C 3.041 -2.633 -2.054
C 4.230 -2.046 -2.789
O 4.298 -1.929 -3.985
O 5.207 -1.722 -1.943
C 6.380 -1.134 -2.504
C 7.333 -2.190 -3.048
C -0.551 -0.740 -3.722
C -1.702 -0.913 -2.715
O -1.418 -1.895 -1.736
C -1.029 -1.391 -0.476
C -2.227 -0.862 0.340
H -6.347 2.840 6.190
H -4.976 2.356 7.199
H -4.707 3.327 5.744
H -5.450 1.448 4.314
H -5.764 0.450 5.768
H -1.087 1.262 5.508
H -1.672 -0.330 5.005
H 0.286 0.545 3.644
H -0.774 1.831 3.035
H -2.830 1.596 0.133
H -2.311 2.166 1.716
H 0.134 1.870 0.742
H -0.842 3.260 0.198
H 1.371 1.637 -1.182
H 0.628 3.111 -1.856
H -0.296 1.745 -3.740
H 1.488 1.771 -3.649
H 0.879 -2.583 -2.240
H 1.777 -2.494 -3.775
H 3.081 -2.312 -1.014
H 3.113 -3.722 -2.096
H 6.837 -0.575 -1.685
H 6.079 -0.447 -3.301
H 6.862 -2.723 -3.870
H 7.592 -2.901 -2.267
H 8.239 -1.713 -3.410
H -0.248 -1.722 -4.083
H -0.928 -0.167 -4.575
H -1.917 0.054 -2.252
H -2.586 -1.260 -3.262
H -0.564 -2.226 0.052
H -0.291 -0.592 -0.592
H -2.982 -0.466 -0.340
H -2.665 -1.683 0.913
```

---

Record 4
The molecule C20H34N4O2 in a non-equilibrium geometry, computed with ωB97M-V/def2-TZVPD.

Orbital gap: 8.7 eV
E_LUMO: 0.64 eV
SMILES string: CCN1CCC[C@@H]1CNC(=O)CCc1nnc(CCC2CCCCC2)o1
DFT total energy: -1152.016807 hartree

```
60
C20H34N4O2 (ωB97M-V/def2-TZVPD)
C -6.041 -2.447 0.141
C -5.016 -2.042 1.207
N -4.045 -1.039 0.826
C -3.150 -1.398 -0.259
C -3.651 -0.684 -1.528
C -4.505 0.479 -1.007
C -4.581 0.280 0.523
C -3.806 1.370 1.295
N -2.493 1.663 0.777
C -2.236 2.796 0.106
O -3.066 3.657 -0.121
C -0.784 2.956 -0.350
C -0.379 1.954 -1.442
C 0.210 0.714 -0.884
N -0.114 0.088 0.199
N 0.720 -0.968 0.325
C 1.524 -0.937 -0.685
C 2.628 -1.872 -0.995
C 3.520 -2.132 0.225
C 4.489 -1.001 0.594
C 3.789 0.319 0.918
C 4.801 1.342 1.427
C 5.887 1.579 0.382
C 6.575 0.266 0.018
C 5.554 -0.756 -0.477
O 1.250 0.111 -1.503
H -5.549 -2.891 -0.721
H -6.730 -3.180 0.555
H -6.615 -1.586 -0.192
H -4.455 -2.927 1.520
H -5.545 -1.659 2.085
H -2.146 -1.050 0.000
H -3.106 -2.481 -0.381
H -4.254 -1.359 -2.136
H -2.818 -0.342 -2.141
H -4.064 1.446 -1.240
H -5.501 0.457 -1.446
H -5.614 0.341 0.878
H -4.372 2.304 1.248
H -3.714 1.049 2.336
H -1.763 0.967 0.879
H -0.693 3.969 -0.745
H -0.124 2.855 0.513
H 0.367 2.395 -2.107
H -1.252 1.700 -2.051
H 3.200 -1.471 -1.832
H 2.185 -2.821 -1.309
H 2.867 -2.333 1.076
H 4.107 -3.031 0.028
H 5.007 -1.331 1.503
H 3.010 0.154 1.665
H 3.319 0.718 0.017
H 4.295 2.282 1.658
H 5.257 0.973 2.349
H 6.622 2.291 0.763
H 5.438 2.012 -0.515
H 7.328 0.442 -0.754
H 7.086 -0.131 0.898
H 6.057 -1.693 -0.724
H 5.089 -0.373 -1.388
```